{
  "formula": "C31H87N6O22",
  "method": "ωB97M-V with the def2-TZVPD basis set",
  "symbols": ["C", "N", "C", "C", "C", "C", "O", "H", "H", "H", "H", "H", "H", "H", "H", "H", "H", "H", "H", "H", "H", "C", "C", "O", "O", "H", "H", "H", "H", "H", "H", "C", "C", "O", "O", "H", "H", "H", "H", "H", "H", "C", "C", "O", "O", "H", "H", "H", "H", "H", "H", "C", "C", "O", "O", "H", "H", "H", "H", "H", "H", "C", "C", "O", "O", "H", "H", "H", "H", "H", "H", "C", "C", "O", "O", "H", "H", "H", "H", "H", "H", "C", "C", "O", "O", "H", "H", "H", "H", "H", "H", "C", "C", "O", "O", "H", "H", "H", "H", "H", "H", "O", "C", "N", "C", "H", "H", "H", "H", "H", "O", "C", "N", "C", "H", "H", "H", "H", "H", "O", "C", "N", "C", "H", "H", "H", "H", "H", "O", "C", "N", "C", "H", "H", "H", "H", "H", "O", "C", "N", "C", "H", "H", "H", "H", "H"],
  "xyz": [[-1.2009, -0.1542, 1.7034], [-0.4491, -0.2410, 0.3440], [0.1376, -1.6303, 0.1040], [-1.5444, -0.0336, -0.7221], [0.7153, 0.8115, 0.1936], [2.0763, 0.5013, 0.8589], [1.8822, 0.5043, 2.3147], [-1.4585, 0.8939, 1.8557], [-0.5422, -0.5726, 2.4644], [-2.1220, -0.7353, 1.7500], [0.9311, -1.5739, -0.6411], [-0.5627, -2.4654, 0.1179], [0.6478, -1.7105, 1.0639], [-1.8851, 0.9853, -0.5381], [-2.2762, -0.8276, -0.5728], [-1.1279, -0.0203, -1.7293], [0.4174, 1.7926, 0.5633], [0.7865, 0.9328, -0.8873], [2.7437, 1.2541, 0.4395], [2.4293, -0.4730, 0.5208], [2.7499, 0.5683, 2.7204], [-4.3786, -0.3141, -4.3347], [-3.6664, 0.8792, -4.8811], [-3.8060, 1.0200, -6.3008], [-4.1626, -0.4148, -2.9685], [-3.9412, -1.1584, -4.8675], [-5.4254, -0.1321, -4.5782], [-2.6174, 0.8174, -4.5912], [-4.0715, 1.7677, -4.3968], [-3.3116, 1.8257, -6.4685], [-4.2963, -1.3112, -2.6519], [-1.6364, 3.8403, 3.9275], [-1.8478, 4.5959, 2.6085], [-2.9860, 5.3714, 2.7607], [-0.6131, 2.8436, 3.8077], [-2.5278, 3.4246, 4.3974], [-1.2902, 4.5167, 4.7090], [-1.9313, 3.9274, 1.7516], [-0.9365, 5.1800, 2.4803], [-3.0927, 5.9721, 2.0195], [0.1398, 3.2824, 3.4050], [5.1083, 0.8844, 4.0704], [4.0930, 0.5824, 5.1981], [3.5307, -0.7125, 5.2252], [4.5714, 1.0705, 2.7968], [5.9923, 0.2769, 3.8765], [5.5921, 1.8108, 4.3799], [3.3247, 1.3481, 5.3048], [4.7001, 0.6529, 6.1006], [4.2592, -1.3157, 5.3899], [5.2737, 0.9553, 2.1525], [-6.6071, 0.7664, 0.7892], [-5.1733, 0.5872, 0.3170], [-4.2094, 0.7643, 1.3060], [-6.9928, -0.0492, 1.9442], [-7.2826, 0.5504, -0.0386], [-6.6489, 1.8329, 1.0105], [-4.9718, 1.2714, -0.5072], [-4.8996, -0.4285, 0.0313], [-4.3340, 1.6245, 1.7136], [-6.6296, 0.3737, 2.7259], [4.6903, 0.8634, -3.4080], [6.0717, 0.2993, -3.8240], [6.1785, 0.0399, -5.2209], [4.4519, 0.9596, -2.0294], [3.8925, 0.2471, -3.8224], [4.6366, 1.8112, -3.9437], [6.3400, -0.6172, -3.2985], [6.8937, 0.9756, -3.5890], [6.9982, -0.4299, -5.3909], [3.5139, 1.1579, -2.0773], [1.9952, 4.4869, 1.5713], [3.1703, 5.4224, 1.1478], [2.8084, 6.8091, 1.0370], [1.5611, 4.5983, 2.8696], [2.2915, 3.4582, 1.3659], [1.1125, 4.6932, 0.9660], [3.4955, 4.9701, 0.2108], [4.0074, 5.2859, 1.8325], [2.3973, 7.0661, 1.8656], [1.2767, 5.4810, 3.1180], [-2.3525, 4.5541, -2.5906], [-2.0950, 3.5919, -1.4326], [-0.7837, 3.0105, -1.4355], [-1.4767, 5.6456, -2.5840], [-3.3912, 4.8448, -2.7479], [-2.1445, 4.0060, -3.5095], [-2.8471, 2.8054, -1.3699], [-2.1404, 4.1889, -0.5218], [-0.1774, 3.6419, -1.8296], [-0.5572, 5.3871, -2.4874], [1.0899, 1.2968, -4.0391], [1.3404, 2.1030, -5.3671], [0.6538, 3.3800, -5.3505], [1.8699, 1.7818, -2.9904], [1.3426, 0.2424, -4.1509], [0.0294, 1.2795, -3.7879], [0.9910, 1.4536, -6.1698], [2.4257, 2.1365, -5.4627], [0.8513, 3.8666, -4.5469], [1.6530, 2.7049, -2.8410], [5.3373, -1.3959, 0.9817], [4.5210, -2.2198, 1.3121], [3.7683, -2.8704, 0.4946], [4.3401, -2.6166, 2.7413], [3.9152, -2.6497, -0.4800], [3.1192, -3.5875, 0.7853], [3.9634, -3.6181, 2.9492], [3.5703, -1.9602, 3.1471], [5.3096, -2.4215, 3.1997], [-4.1421, -2.7058, -1.6204], [-3.3241, -3.5944, -1.5869], [-2.1484, -3.3519, -2.0911], [-3.5157, -4.9806, -1.0151], [-1.3538, -3.9618, -1.9615], [-1.9528, -2.5508, -2.6743], [-4.0245, -4.9578, -0.0514], [-2.5602, -5.4618, -0.8065], [-4.1098, -5.5430, -1.7353], [0.3156, -4.6352, -1.7289], [1.5390, -4.4423, -1.9207], [1.9737, -3.2818, -2.4153], [2.5689, -5.4602, -1.5425], [1.1869, -2.7643, -2.7804], [2.9068, -3.0091, -2.6892], [3.5165, -5.2171, -2.0233], [2.2604, -6.4100, -1.9793], [2.7253, -5.5053, -0.4648], [-2.9418, -2.4672, 3.8952], [-3.9729, -2.9623, 3.4287], [-4.6927, -2.2923, 2.5359], [-4.2816, -4.4118, 3.6779], [-5.5112, -2.7109, 2.1175], [-4.5273, -1.3110, 2.3635], [-4.6284, -4.8587, 2.7462], [-5.0447, -4.4987, 4.4514], [-3.4261, -4.9548, 4.0796], [1.8916, -4.3400, 1.7003], [0.7411, -4.7534, 2.0044], [-0.0243, -5.2482, 1.0354], [0.1393, -4.7659, 3.4170], [-0.5952, -6.0560, 1.2392], [0.3752, -5.1502, 0.1130], [-0.6805, -5.4501, 3.6358], [-0.1292, -3.7307, 3.6278], [0.8926, -4.9512, 4.1827]],
  "forces_ev_per_angstrom": [[1.0, -0.2, -0.4], [-1.1, -0.6, -0.7], [0.8, 1.3, 2.6], [1.1, 0.9, 0.8], [-0.2, -0.3, 0.2], [-1.7, -0.7, 0.7], [-0.4, 0.1, -2.1], [0.3, -0.1, 0.2], [0.1, 0.6, 0.0], [0.1, -0.1, -0.7], [-0.6, -0.2, -0.3], [-0.3, 0.5, -0.7], [0.6, -0.7, -0.1], [-0.5, -0.3, -0.1], [-0.1, 0.3, -0.1], [0.2, -0.3, 0.1], [-0.7, -0.3, 0.1], [0.4, -0.1, 0.0], [0.2, 0.2, 0.5], [0.3, 0.0, 0.1], [0.6, 0.1, 0.0], [-0.1, 0.0, -1.2], [0.5, 1.0, 0.3], [0.1, -0.3, 0.8], [0.4, 1.0, 0.5], [-0.5, -0.5, -0.2], [-0.3, -0.7, -0.1], [0.3, 0.0, -0.1], [0.0, 0.2, 0.2], [0.0, 0.1, -0.5], [-0.1, -0.5, 0.3], [1.0, -0.1, 0.4], [0.6, -0.8, 0.8], [-0.9, 0.7, 0.1], [-1.1, -0.2, -0.2], [-0.2, -0.4, -0.7], [0.0, 0.7, -0.1], [0.0, -0.4, 0.0], [0.0, 0.3, -0.3], [0.1, 0.0, -0.1], [0.5, 0.1, 0.0], [0.6, 0.9, 0.3], [1.7, -0.5, 0.1], [-0.5, 0.1, -0.4], [-1.2, 0.3, -0.6], [-0.2, -1.1, 1.1], [-0.1, 0.5, 0.3], [-0.2, -0.2, -0.5], [0.2, 0.4, 0.2], [0.0, -0.2, 0.0], [-0.2, -0.3, -0.3], [0.4, -0.4, 0.6], [0.1, -1.2, -0.5], [0.5, 0.6, 1.5], [0.4, 0.7, -1.4], [-0.1, -0.1, 0.2], [-0.6, 0.2, 0.3], [-0.2, -0.1, -0.3], [-0.8, -0.2, -0.8], [0.2, 0.3, 0.2], [0.1, 0.0, 0.1], [1.0, -0.5, -1.8], [0.8, -0.4, 0.8], [-1.0, 0.2, -0.4], [0.7, -0.1, -0.1], [0.1, -0.3, -0.5], [-0.3, 0.4, 0.2], [-0.4, -0.2, 0.4], [-0.3, 0.5, 0.4], [0.0, 0.1, 0.1], [-0.6, 0.4, 0.6], [0.4, 1.1, -2.0], [-1.0, -0.9, 0.5], [0.2, -1.0, -0.3], [0.0, -0.5, 2.6], [0.1, -0.1, 0.4], [0.2, 0.1, -0.9], [0.0, 0.8, -0.4], [0.0, 0.1, 0.3], [0.1, 0.1, 0.1], [0.0, 0.1, -0.3], [1.1, -1.4, -1.1], [0.2, 0.9, 0.5], [-1.6, -1.1, 0.2], [-1.4, 1.4, 0.4], [0.0, 0.5, 0.8], [0.0, -0.5, -0.3], [0.0, -0.2, -0.2], [-0.4, 0.1, 0.3], [1.2, 0.7, -0.5], [0.8, -0.5, -0.1], [-0.2, 0.2, -1.3], [-0.8, -0.5, 1.8], [0.4, -1.8, -1.4], [0.6, -1.2, 0.6], [0.4, -0.1, -0.3], [-0.3, 0.4, 0.0], [-0.4, 0.6, -0.3], [0.1, 0.6, -0.1], [0.4, 0.3, 0.9], [-0.3, 1.4, 0.4], [1.0, 1.3, -0.5], [1.1, -0.2, 2.6], [-1.6, -1.2, -3.3], [0.0, 0.4, 0.7], [-0.2, -0.1, 0.0], [0.0, 0.2, 0.0], [0.3, -0.1, -0.4], [0.2, 0.3, 0.3], [-0.2, -0.1, 0.4], [-2.5, 0.4, 0.4], [-0.2, -0.3, 0.6], [3.2, -0.4, -1.2], [-0.1, 0.2, 0.5], [0.0, -0.2, -0.1], [-0.5, 0.2, 0.3], [-0.3, 0.2, -0.2], [0.0, -0.1, -0.4], [0.1, -0.2, 0.1], [1.6, 0.1, -0.4], [-0.6, -0.6, 0.9], [-1.0, 0.5, -0.6], [0.4, 0.0, -0.8], [0.4, 0.6, -0.1], [-0.1, -0.4, 0.1], [0.1, 0.1, 0.2], [-0.1, -0.1, 0.4], [-0.2, -0.1, 0.0], [-0.6, -0.1, 0.2], [2.9, 0.0, 0.3], [-1.4, 0.0, -0.7], [-0.6, -0.1, 0.2], [0.1, 0.3, 0.1], [0.1, 0.0, 0.1], [-0.1, -0.3, 0.2], [-0.3, 0.0, -0.2], [0.1, 0.3, -0.3], [-2.3, -0.3, 1.3], [2.0, -0.3, 0.7], [-0.6, -0.4, -0.3], [1.2, 0.6, 0.1], [-0.3, 0.4, -0.1], [-0.3, -0.4, -0.3], [-0.1, 0.2, -0.6], [-0.6, 0.0, -0.1], [0.3, -0.2, -0.3]],
  "mulliken_charge": [-0.297, 1.811, -1.053, -0.416, -1.121, 0.551, -0.281, 0.146, 0.187, -0.038, -0.253, 0.733, 0.271, -0.487, 0.122, 0.150, 0.048, 0.225, 0.612, -0.504, -0.062, -0.397, 0.162, -0.590, -0.221, 0.341, 0.194, -0.095, 0.208, 0.352, 0.275, -0.556, 0.530, -0.618, -0.421, 0.375, 0.318, -0.264, 0.075, 0.359, 0.276, -0.366, -0.845, -0.452, -0.465, 0.423, 0.342, 0.316, 0.443, 0.312, 0.237, -0.864, 0.178, -0.175, -0.518, 0.399, 0.378, 0.261, -0.056, 0.157, 0.310, -0.025, -0.533, -0.539, -0.406, -0.012, 0.106, 0.325, 0.306, 0.303, 0.217, 0.360, -0.692, -0.491, -0.551, -0.292, 0.190, 0.360, 0.305, 0.302, 0.311, -1.020, 0.584, 1.484, -0.351, 0.391, 0.319, -0.039, -0.052, -0.934, 0.113, -0.245, -0.638, -0.321, 0.325, 0.267, -0.157, 0.411, 0.155, 0.185, -0.497, -0.694, 0.531, 0.125, -0.819, -0.006, 0.287, 0.376, 0.042, 0.418, -0.829, 0.745, 0.027, -0.940, 0.170, 0.163, 0.154, 0.232, 0.300, -0.828, 0.797, -0.243, -1.278, 0.146, 0.161, 0.447, 0.395, 0.209, -0.653, 0.782, -0.142, -1.059, 0.188, 0.042, 0.287, 0.332, 0.250, -0.688, 0.516, -0.064, -1.123, 0.255, -0.108, 0.367, 0.218, 0.326],
  "multiplicity": 2,
  "charge": 0,
  "gap_ev": [2.49, 8.97]
}